1.
The following is a DFT calculation (the ωB97M-V functional and the def2-TZVPD basis) of a cluster of 10 separate species, C32H87N3O11 in total.

Its charge is 0. For the energy relative to the best compared isomer or geometry (same formula, charge and spin), the calculation gives 0.0 kcal per mole. As for the SMILES: COC[C@H](C)N.COC[C@H](C)N.COC[C@H](C)N.CC(C)O.CC(C)O.CC(C)O.CC(C)O.CC(C)O.CC(C)O.OCCO. The calculation puts the frontier orbital gap at 9.2 eV.

```
133
C32H87N3O11 the ωB97M-V functional and the def2-TZVPD basis
C 8.547 18.741 0.874
O 7.639 17.687 1.124
C 7.052 17.644 2.414
C 5.966 16.534 2.389
C 5.482 16.316 3.799
N 6.510 15.285 1.790
H 9.490 18.574 1.401
H 8.178 19.734 1.162
H 8.614 18.776 -0.213
H 7.896 17.366 3.064
H 6.560 18.537 2.816
H 5.053 16.894 1.903
H 6.303 16.294 4.525
H 4.850 15.433 3.912
H 4.861 17.152 4.134
H 7.187 15.101 2.535
H 7.043 15.623 0.992
C 5.132 13.948 -5.585
O 5.803 13.913 -6.826
C 5.027 14.170 -7.965
C 5.873 13.993 -9.213
C 6.578 12.605 -9.267
N 6.821 15.098 -9.312
H 5.273 14.914 -5.099
H 5.506 13.107 -4.999
H 4.050 13.790 -5.673
H 4.120 13.559 -8.060
H 4.639 15.196 -7.998
H 5.157 14.076 -10.034
H 6.786 12.482 -10.330
H 5.886 11.825 -8.949
H 7.440 12.642 -8.610
H 7.542 15.145 -8.604
H 7.326 14.957 -10.185
C 9.116 13.572 0.549
O 8.887 12.848 -0.620
C 7.535 12.538 -0.841
C 7.389 11.900 -2.205
C 7.972 10.461 -2.216
N 8.051 12.706 -3.247
H 8.607 14.547 0.566
H 10.177 13.771 0.688
H 8.748 13.042 1.439
H 7.136 11.831 -0.100
H 6.928 13.454 -0.791
H 6.325 11.741 -2.393
H 7.893 9.924 -3.160
H 7.512 9.873 -1.416
H 9.035 10.488 -1.959
H 9.058 12.616 -3.115
H 7.962 12.225 -4.141
C 0.809 13.463 2.769
C 1.456 12.735 1.614
C 1.387 11.207 1.743
O 0.913 13.164 0.359
H 1.378 13.229 3.673
H -0.250 13.248 2.934
H 0.753 14.550 2.657
H 2.534 12.914 1.546
H 2.112 10.828 2.466
H 1.713 10.782 0.792
H 0.397 10.828 1.995
H 1.550 13.792 0.003
C 5.152 11.885 2.505
C 6.685 11.848 2.754
C 7.115 12.095 4.207
O 7.087 10.571 2.247
H 4.684 11.279 3.274
H 4.933 11.612 1.475
H 4.877 12.939 2.599
H 7.187 12.591 2.123
H 8.193 11.921 4.227
H 6.641 11.387 4.893
H 6.812 13.060 4.609
H 7.889 10.316 2.723
C 9.006 16.019 -2.213
C 7.498 16.286 -2.149
C 7.030 17.604 -2.767
O 6.842 15.310 -2.968
H 9.205 14.950 -2.296
H 9.613 16.366 -1.377
H 9.391 16.380 -3.172
H 7.149 16.207 -1.111
H 7.621 18.448 -2.392
H 6.042 17.847 -2.381
H 7.010 17.636 -3.852
H 7.263 14.421 -2.892
C 2.897 19.901 0.606
C 4.417 20.047 0.609
C 5.170 19.318 -0.516
O 4.773 21.420 0.744
H 2.492 20.657 -0.069
H 2.471 20.049 1.595
H 2.630 18.910 0.238
H 4.832 19.533 1.492
H 5.403 18.280 -0.284
H 6.092 19.835 -0.798
H 4.609 19.375 -1.457
H 5.664 21.431 1.104
C 3.041 12.057 -3.078
C 2.312 11.250 -1.984
C 0.986 10.693 -2.515
O 3.120 10.045 -1.818
H 3.876 12.632 -2.681
H 2.317 12.749 -3.526
H 3.281 11.354 -3.871
H 2.234 11.799 -1.045
H 1.109 9.962 -3.309
H 0.422 11.547 -2.904
H 0.404 10.273 -1.696
H 3.804 10.215 -1.159
C -1.560 15.048 -3.559
C -1.121 15.927 -2.413
C -0.304 17.131 -2.892
O -2.263 16.336 -1.684
H -2.483 14.508 -3.345
H -0.819 14.313 -3.872
H -1.797 15.656 -4.437
H -0.456 15.415 -1.702
H -0.062 17.837 -2.100
H -0.757 17.644 -3.746
H 0.613 16.751 -3.359
H -2.100 17.033 -1.049
O 3.593 15.818 -2.948
C 3.205 15.577 -1.597
C 4.195 14.866 -0.752
O 3.864 15.049 0.627
H 4.552 15.696 -2.972
H 3.205 16.597 -1.177
H 2.156 15.287 -1.534
H 5.211 15.242 -0.925
H 4.180 13.769 -0.859
H 4.606 14.724 1.155
```

2.
The following is a DFT calculation (the ωB97M-V functional and the def2-TZVPD basis) of a structure of composition C32H88ClFN8O8Pd.

Its charge is 0. The calculation puts the frontier orbital gap (alpha / beta) at 8.3 / 9.1 eV. As for the expectation value of S²: 2.005. The multiplicity is 3.

```
139
C32H88ClFN8O8Pd the ωB97M-V functional and the def2-TZVPD basis
Pd -2.745 -1.791 -1.388
Cl -0.814 -0.737 -0.177
F -4.486 -2.747 -2.507
C 1.670 -2.276 2.876
C 0.943 -3.599 2.525
C 0.893 -4.766 3.600
O 2.211 -5.092 3.895
C 2.361 -6.136 4.761
N -0.435 -3.301 2.215
H 1.696 -1.572 2.044
H 2.717 -2.439 3.131
H 1.162 -1.704 3.652
H 1.277 -3.974 1.558
H 0.382 -5.641 3.198
H 0.320 -4.543 4.500
H 2.094 -7.125 4.388
H 1.801 -5.893 5.664
H 3.402 -6.257 5.059
H -0.776 -2.892 3.073
H -0.427 -2.664 1.431
C 0.836 -2.533 -3.208
C -0.493 -1.955 -3.686
C -0.521 -1.921 -5.276
O 0.570 -1.198 -5.857
C 0.436 0.216 -5.697
N -1.565 -2.734 -3.083
H 1.045 -2.265 -2.172
H 1.724 -2.244 -3.770
H 0.835 -3.613 -3.351
H -0.517 -0.947 -3.270
H -1.430 -1.545 -5.746
H -0.360 -2.920 -5.680
H -0.554 0.581 -5.970
H 1.047 0.783 -6.399
H 0.495 0.584 -4.673
H -2.268 -2.872 -3.796
H -1.171 -3.665 -3.087
C -4.949 -2.369 2.408
C -3.814 -2.365 1.302
C -3.612 -3.779 0.722
O -2.631 -3.617 -0.257
C -1.858 -4.820 -0.382
N -4.138 -1.393 0.318
H -5.961 -2.534 2.037
H -4.938 -1.412 2.929
H -4.794 -3.075 3.224
H -2.826 -2.125 1.697
H -4.578 -4.119 0.349
H -3.363 -4.495 1.506
H -1.079 -4.778 -1.143
H -2.481 -5.687 -0.605
H -1.200 -5.025 0.463
H -5.095 -1.535 0.030
H -4.344 -0.553 0.840
C 0.222 2.906 -1.449
C 1.645 2.382 -1.714
C 2.691 2.537 -0.590
O 4.004 2.053 -1.119
C 4.956 1.941 -0.147
N 1.517 1.000 -2.077
H 0.204 3.952 -1.141
H -0.256 2.373 -0.627
H -0.423 2.809 -2.323
H 1.990 2.962 -2.571
H 2.398 2.183 0.399
H 2.770 3.603 -0.379
H 5.910 1.732 -0.632
H 4.731 1.078 0.480
H 5.053 2.851 0.445
H 2.390 0.527 -1.888
H 0.826 0.514 -1.523
C 4.068 -2.162 0.643
C 4.550 -2.836 -0.709
C 4.731 -1.973 -1.974
O 5.821 -1.105 -1.708
C 6.167 -0.207 -2.723
N 5.822 -3.532 -0.385
H 3.830 -2.990 1.311
H 3.141 -1.665 0.356
H 4.609 -1.327 1.088
H 3.847 -3.617 -0.997
H 3.848 -1.349 -2.108
H 4.854 -2.431 -2.956
H 5.358 0.502 -2.899
H 6.399 -0.694 -3.670
H 7.067 0.352 -2.465
H 6.436 -2.782 -0.102
H 6.138 -3.725 -1.325
C -3.513 1.629 3.084
C -3.573 2.435 1.813
C -2.646 3.666 1.866
O -3.106 4.544 2.844
C -2.183 5.555 3.091
N -3.245 1.658 0.643
H -4.284 0.861 3.137
H -3.636 2.330 3.910
H -2.588 1.058 3.009
H -4.596 2.805 1.739
H -2.595 4.240 0.941
H -1.623 3.289 1.885
H -2.645 6.083 3.925
H -2.048 6.253 2.265
H -1.158 5.261 3.316
H -3.177 2.275 -0.154
H -2.375 1.149 0.705
C 0.422 2.234 4.102
C 1.662 2.590 3.368
C 1.662 4.008 2.937
O 2.865 4.204 2.237
C 3.066 5.617 1.895
N 2.776 2.383 4.277
H 0.278 2.889 4.962
H 0.342 1.177 4.355
H -0.391 2.401 3.395
H 1.727 1.902 2.525
H 1.629 4.670 3.802
H 0.841 4.179 2.242
H 3.510 6.176 2.718
H 2.189 6.102 1.467
H 3.745 5.658 1.043
H 3.529 2.786 3.737
H 2.713 3.061 5.023
C -3.705 0.448 -4.502
C -3.228 0.974 -3.150
C -3.809 2.416 -2.850
O -2.964 3.050 -1.906
C -3.140 4.446 -1.729
N -3.758 0.115 -2.088
H -4.774 0.633 -4.616
H -3.419 -0.581 -4.717
H -3.160 1.041 -5.236
H -2.138 0.981 -3.120
H -4.836 2.415 -2.486
H -3.760 2.910 -3.820
H -3.935 4.711 -1.032
H -3.331 5.030 -2.629
H -2.170 4.671 -1.287
H -3.716 0.789 -1.336
H -4.734 0.037 -2.338
```

Listing E for the structures above in their given order: -2263.182258, -2999.714258 Eh.